{"formula": "C57H72Cr2F4N7O5P", "method": "the ωB97M-V functional and the def2-TZVPD basis", "species": ["Cr", "Cr", "C", "C", "C", "O", "H", "H", "H", "H", "H", "H", "H", "P", "O", "O", "O", "O", "C", "C", "N", "C", "C", "C", "C", "H", "H", "H", "H", "H", "H", "H", "H", "H", "H", "H", "H", "H", "H", "H", "F", "C", "C", "C", "C", "C", "C", "H", "H", "H", "H", "H", "F", "C", "C", "C", "C", "C", "C", "H", "H", "H", "H", "H", "F", "C", "C", "C", "C", "C", "C", "H", "H", "H", "H", "H", "F", "C", "C", "C", "C", "C", "C", "H", "H", "H", "H", "H", "N", "C", "C", "C", "C", "H", "H", "H", "H", "H", "N", "C", "C", "C", "C", "H", "H", "H", "H", "H", "N", "C", "C", "C", "C", "H", "H", "H", "H", "H", "N", "C", "C", "C", "C", "H", "H", "H", "H", "H", "N", "C", "C", "C", "C", "H", "H", "H", "H", "H", "N", "C", "C", "C", "C", "H", "H", "H", "H", "H"], "positions_angstrom": [[-0.48465, -2.53065, -0.42858], [-2.21346, 1.08379, -1.08626], [-2.23388, 1.62892, -4.45940], [-3.20425, 0.64176, -3.97269], [-3.22700, -0.52196, -4.94670], [-2.69765, 0.27785, -2.71405], [-2.59555, 2.36839, -5.12460], [-1.43784, 1.09483, -4.95133], [-1.82505, 2.10839, -3.57036], [-4.20748, 1.11172, -3.84445], [-3.96284, -0.31231, -5.71767], [-3.46618, -1.44670, -4.47445], [-2.23741, -0.57873, -5.50755], [-0.59335, -0.16779, 0.78161], [0.65672, -0.89607, 0.08316], [-0.77907, 1.21642, 0.22831], [-0.73258, -0.26136, 2.26933], [-1.62363, -1.16861, 0.12178], [-4.96068, -0.45716, -0.44708], [-4.70197, 0.75658, 0.37515], [-4.07413, 1.90777, -0.27289], [-3.74709, 2.89965, 0.73317], [-3.05002, 2.44260, 1.97245], [-5.03490, 2.51347, -1.22270], [-4.41601, 3.61062, -1.97196], [-5.42261, -0.22736, -1.38517], [-5.52016, -1.14207, 0.21550], [-4.00823, -1.04393, -0.61672], [-5.62536, 1.07230, 0.89280], [-3.98464, 0.47791, 1.13682], [-3.11652, 3.67620, 0.22006], [-4.59990, 3.53033, 1.02745], [-2.08059, 1.96502, 1.75104], [-2.74603, 3.30199, 2.60147], [-3.54396, 1.74610, 2.62636], [-5.89205, 2.89132, -0.67154], [-5.25103, 1.72802, -1.94672], [-4.38133, 4.53347, -1.41426], [-5.01504, 3.85671, -2.87690], [-3.41887, 3.43707, -2.36216], [6.72763, 0.98819, 0.05749], [6.01429, 2.12061, 0.29894], [6.28803, 3.32360, -0.25387], [5.49351, 4.39866, 0.02125], [4.46644, 4.25216, 0.97926], [4.19092, 2.99263, 1.55329], [5.01023, 1.93041, 1.23511], [7.08307, 3.40704, -0.98884], [5.63227, 5.37215, -0.38433], [3.79571, 5.07908, 1.13283], [3.35069, 2.86636, 2.24758], [4.85555, 1.02162, 1.79150], [-4.34009, -4.83989, 1.11186], [-4.54555, -3.73245, 1.90389], [-5.77022, -3.69164, 2.57957], [-5.99356, -2.72365, 3.51137], [-4.97730, -1.74975, 3.71382], [-3.79238, -1.79993, 2.98233], [-3.54156, -2.84446, 2.08014], [-6.49844, -4.44215, 2.33153], [-6.91924, -2.53843, 3.96600], [-5.11511, -0.89043, 4.44208], [-3.07112, -1.01977, 3.12118], [-2.62959, -2.98487, 1.50952], [-0.77280, 3.98521, -1.66010], [0.50446, 4.04557, -2.08360], [1.42380, 3.38997, -1.22703], [2.73490, 3.38569, -1.68364], [3.09171, 4.16772, -2.78998], [2.17926, 4.85780, -3.57311], [0.81380, 4.76244, -3.25391], [1.05117, 2.87679, -0.35761], [3.53131, 2.85616, -1.12148], [4.13003, 4.38705, -2.93973], [2.53265, 5.50935, -4.43190], [0.07031, 5.33090, -3.77620], [3.93192, -5.55501, -1.26407], [3.34194, -5.03848, -2.33073], [3.34136, -3.65185, -2.37342], [2.72924, -3.01699, -3.46437], [2.23685, -3.77804, -4.50139], [2.39354, -5.13657, -4.48746], [2.90019, -5.81530, -3.35206], [3.89428, -3.10249, -1.60732], [2.51876, -1.94486, -3.48471], [1.84916, -3.28101, -5.39657], [2.01947, -5.74281, -5.30445], [3.01091, -6.89703, -3.32274], [3.43915, -0.81125, 1.27776], [4.67423, -1.41534, 1.30458], [5.08545, -1.41002, 2.63018], [4.03889, -0.76574, 3.41393], [3.06958, -0.38435, 2.51023], [2.69128, -0.92342, 0.61964], [5.10500, -1.73549, 0.36051], [6.04911, -1.77554, 2.97683], [4.10346, -0.45667, 4.45107], [2.07035, 0.01323, 2.68039], [2.15386, 0.03607, -2.25746], [3.48198, 0.17752, -2.38540], [3.79273, 0.46052, -3.73240], [2.53850, 0.58085, -4.41617], [1.56008, 0.23426, -3.49228], [1.62318, -0.21970, -1.39498], [4.22612, 0.14181, -1.59304], [4.80092, 0.79790, -4.00080], [2.24265, 0.96934, -5.39961], [0.47713, 0.23403, -3.55192], [-0.27811, -0.27340, 5.29198], [0.69648, -0.51941, 6.19933], [0.15437, -0.50274, 7.46618], [-1.26288, -0.17035, 7.30855], [-1.46155, -0.08203, 5.97999], [-0.29556, -0.17063, 4.29629], [1.77718, -0.52870, 5.96419], [0.77199, -0.68770, 8.31907], [-2.01932, 0.06996, 8.08649], [-2.39029, 0.07135, 5.41653], [0.64227, 2.52435, 2.68696], [0.64128, 3.78094, 2.15415], [1.33381, 4.61534, 2.97750], [1.73315, 3.81367, 4.10261], [1.28617, 2.53591, 3.85543], [0.12347, 1.76416, 2.28280], [0.05106, 3.94456, 1.27796], [1.55805, 5.66641, 2.87136], [2.28416, 4.14407, 4.98298], [1.34862, 1.64341, 4.45409], [1.43988, -3.22890, 2.08320], [2.25192, -4.06621, 1.38897], [1.43761, -4.96440, 0.69260], [0.04758, -4.69793, 1.09801], [0.15851, -3.60046, 1.94961], [1.86986, -2.43983, 2.63253], [3.28336, -3.83904, 1.34124], [1.85287, -5.75060, 0.07574], [-0.87492, -5.13094, 0.75842], [-0.64308, -3.01253, 2.41433], [-1.91544, -2.29995, -2.61694], [-0.64209, -2.72991, -2.91509], [-0.44862, -3.97886, -2.31311], [-1.68921, -4.30824, -1.70251], [-2.51506, -3.22147, -1.84828], [-2.22056, -1.32842, -2.70692], [0.01323, -2.14100, -3.49543], [0.47999, -4.54947, -2.28219], [-2.00336, -5.22985, -1.17863], [-3.51661, -3.08294, -1.55721]], "forces_ev_per_angstrom": [[1.37, -0.41, 0.00], [-0.66, 0.00, -0.24], [1.12, 1.08, 0.09], [-0.35, -0.11, 0.63], [0.63, 0.59, -1.14], [-0.52, -1.20, 0.18], [-0.50, 0.80, -0.81], [0.59, 0.09, -0.12], [0.18, 0.49, -0.27], [0.30, -0.44, -0.14], [-0.21, -0.12, -0.15], [-0.22, -0.74, 0.19], [-1.12, -0.31, 0.92], [1.05, -3.63, 0.53], [0.22, 0.33, 0.71], [0.18, 1.77, -0.55], [0.83, 0.53, 0.13], [-2.45, 1.61, -0.03], [1.32, -1.61, 0.46], [0.11, 0.06, 1.21], [-0.36, -0.39, -0.31], [0.78, 2.50, 0.02], [2.05, 0.10, 0.79], [0.95, -1.21, -0.24], [-0.19, 1.94, -1.82], [-0.56, -0.30, -0.45], [-0.30, 0.28, -0.64], [-0.84, 0.89, -0.08], [0.17, 0.11, -0.12], [-0.16, -0.31, 0.37], [-0.16, -0.78, 0.49], [-0.53, -0.55, -0.13], [-0.54, 0.16, -0.06], [-0.44, -0.18, -0.40], [-0.70, -0.13, 0.13], [-0.41, -0.37, 0.01], [-0.61, -0.01, 0.26], [0.13, 0.33, 0.28], [0.17, -0.21, 0.53], [0.30, -0.39, 0.14], [0.49, 0.49, -0.60], [-0.70, -1.88, 1.69], [1.33, 0.09, -1.89], [-1.63, 0.08, 2.26], [0.00, -0.68, -0.88], [0.00, 1.32, -0.14], [-0.36, 0.49, 0.32], [0.04, -0.07, 0.11], [0.34, 0.44, -0.52], [-0.10, 0.18, 0.31], [0.47, 0.11, -0.24], [0.34, -0.26, -0.40], [-0.02, 0.70, 0.03], [-0.89, -1.60, 0.30], [0.35, -0.57, -0.67], [1.90, 1.86, -0.39], [-0.14, 0.59, 0.36], [-0.46, -0.16, 0.26], [0.17, 0.50, 0.05], [-0.22, -0.19, 0.02], [-1.19, -0.32, 0.72], [0.04, -1.27, -0.99], [0.52, 0.16, 0.00], [-0.07, 0.37, 0.21], [-1.05, 0.12, -0.09], [1.19, -0.03, 0.19], [-0.32, 0.44, -2.25], [0.47, 0.14, 0.55], [0.09, 0.28, 0.20], [-0.24, 0.39, -0.51], [0.73, -0.55, 1.36], [0.11, -0.14, 0.04], [-0.71, 0.47, -0.41], [0.50, -0.41, -0.32], [-0.54, -0.94, 1.21], [-0.37, -0.05, -0.19], [0.41, -1.01, 0.91], [0.63, 1.52, -0.03], [-0.35, 0.72, -0.66], [-0.06, 0.36, 1.12], [0.17, 0.35, -1.00], [-0.36, -1.62, 0.67], [-0.45, -0.10, -1.37], [-0.52, -0.11, -0.08], [0.67, -0.33, 0.05], [-0.08, -0.20, 0.41], [0.14, 0.08, -0.08], [-0.12, 0.23, 0.00], [-0.23, -0.01, 0.00], [-0.65, 0.09, 0.64], [-0.28, 0.31, -0.17], [1.01, 0.11, -0.84], [-0.29, -0.66, 0.95], [-0.10, 0.03, -0.85], [0.15, -0.10, 0.48], [-0.34, 0.16, 0.00], [-0.08, -0.30, -0.15], [0.38, 0.08, -0.14], [-1.19, -0.38, 0.21], [1.57, 0.23, -1.52], [-0.41, 0.83, 1.27], [-0.58, -0.24, 0.44], [0.24, 0.53, 0.52], [0.50, 0.24, -0.68], [-0.56, -0.17, 0.12], [-0.64, -0.41, -0.29], [0.69, -0.46, 0.37], [0.19, 0.03, -0.15], [-1.53, 0.19, 0.66], [1.23, 0.18, 0.51], [-0.79, 0.49, -0.92], [0.89, -0.24, 1.66], [-0.66, 0.20, -1.57], [0.57, -0.23, -0.64], [-0.97, -0.34, -0.12], [-0.18, 0.12, 0.54], [0.80, -0.56, -0.69], [0.56, 0.07, 0.33], [-0.58, 0.47, -1.01], [-0.39, -0.09, -0.45], [0.37, -0.15, 1.09], [0.20, 0.19, -0.12], [0.60, -0.03, 1.42], [-0.05, -0.29, 0.21], [0.05, 0.27, -0.38], [-0.22, -0.08, -0.20], [-0.17, -0.16, -0.39], [0.09, 0.05, 0.09], [1.68, 0.89, 1.19], [-1.73, -0.56, -1.18], [-0.13, 0.28, 0.89], [2.27, 0.94, -0.24], [-1.93, 0.52, 0.16], [-1.20, -1.08, -0.71], [0.83, -0.22, -0.03], [-0.37, 0.05, -0.01], [0.04, -0.34, 0.21], [0.53, -0.37, 0.00], [1.37, -0.40, -0.64], [-0.52, -0.69, 0.87], [0.31, 0.17, -0.68], [-0.34, -0.96, 1.12], [-0.21, -0.49, -0.32], [-0.38, 0.67, -0.15], [0.59, 0.49, -0.41], [-0.39, 0.09, -0.33], [0.50, 0.73, -0.45], [-0.91, 0.04, 0.50]], "mulliken_charge": [-0.345, 0.410, -1.208, 0.626, -1.819, -0.525, 0.320, 0.431, -0.236, 0.355, 0.366, 0.501, 0.326, 0.412, -0.290, 0.955, 0.186, -0.251, -1.464, -0.320, 2.118, -0.684, -1.919, -0.575, -1.475, 0.454, 0.388, -0.105, 0.362, -0.247, 0.296, 0.425, 0.925, 0.577, 0.273, 0.359, 0.156, 0.375, 0.397, 0.126, -0.394, 0.688, -0.672, -0.511, -0.480, -0.245, -0.116, 0.396, 0.514, 0.373, 0.228, 0.423, -0.368, 0.126, -0.689, -0.628, -0.442, 0.058, -0.024, 0.455, 0.435, 0.292, 0.212, 0.451, -0.192, -0.155, 0.443, 0.324, -1.280, -0.493, -1.075, 0.632, 0.294, 0.437, 0.316, 0.536, -0.404, 0.418, -0.231, -0.217, -0.782, -0.402, -0.794, 0.445, 0.885, 0.460, 0.347, 0.474, 2.967, -0.888, -1.195, -0.521, -1.181, -0.813, 0.396, 0.448, 0.440, 0.152, 2.179, -0.249, -0.880, -1.179, -0.435, -0.794, 0.093, 0.452, 0.434, 0.181, 0.386, -0.314, -0.636, -0.576, -0.422, 0.273, 0.304, 0.437, 0.334, 0.238, 0.830, -0.566, -1.051, -0.825, -0.519, -0.106, 0.587, 0.512, 0.392, 0.199, 0.172, -1.087, -0.249, -0.923, -1.380, 0.177, 0.586, 0.712, 0.872, 1.103, 0.730, 0.020, -0.782, -0.123, -0.862, -0.505, 0.604, -0.078, 0.544, 0.660], "e_lumo_ev": [0.2, 0.2], "mol_weight_g_mol": 1146.20, "total_energy_ev": -157950.724, "orbital_gap_ev": [8.12, 8.14], "spin_multiplicity": 9}